[1]
C4H11NO2 | the ωB97M-V functional and the def2-TZVPD basis

Its structure (SMILES) is CCNCC=O.O. As for the HOMO-LUMO gap: 0.353 Ha. The calculation puts the energy relative to the best compared isomer or geometry (same formula, charge and spin) at 42.1 kcal/mol. The strongest force on any atom is 2.54 eV/A. Its highest occupied orbital energy is -0.32838 Ha.

Positions of all 18 atoms, in Å:
1 C 0.3143 -2.3653 0.3095
2 C 0.2230 -0.8659 0.2684
3 N -0.1286 -0.3586 -1.0372
4 C -0.8477 0.9089 -1.0222
5 C -0.2064 1.9334 -1.9358
6 O -0.5141 3.0914 -1.9904
7 H -0.6998 -2.7783 0.1164
8 H 0.5934 -2.8389 1.2355
9 H 0.7834 -2.8741 -0.5313
10 H 1.1761 -0.4035 0.5621
11 H -0.4684 -0.5400 1.0508
12 H -0.5946 -1.0623 -1.5908
13 H -1.9193 0.7565 -1.1954
14 H -0.7820 1.3405 -0.0462
15 H 0.6016 1.4830 -2.5104
16 O 0.6019 1.5811 2.4711
17 H 1.4201 1.0865 2.4875
18 H 0.4470 1.9056 3.3585

Atoms 1-3, force components in eV/Å:
C -1.856 -1.321 -1.119
C 0.864 0.239 0.709
N -0.152 0.092 -0.355

How is the electron density shared among the atoms? According to Löwdin, the charges in e are: -0.1053, -0.3229, -0.0826, -0.1775, -0.2502, 0.0528, 0.0788, 0.0661, 0.0709, 0.1037, 0.1030, 0.1046, 0.1324, 0.1015, 0.1095, -0.0485, 0.0282, 0.0357


[2]
C5H4N2 | the ωB97M-V functional and the def2-TZVPD basis

Its structure (SMILES) is [H]/N=C/[C@]1(C#C)C=N1. As for the HOMO-LUMO gap: 0.381 Ha. The calculation puts the energy relative to the best compared isomer or geometry (same formula, charge and spin) at 95.7 kcal/mol. The strongest force on any atom is 0.52 eV/A. Its highest occupied orbital energy is -0.35200 Ha.

Positions of all 11 atoms, in Å:
1 H 1.7433 -0.1617 2.4568
2 N 1.2425 0.3049 1.6985
3 C 0.7827 -0.5544 0.8908
4 C 0.0519 -0.1411 -0.3534
5 C -0.8647 0.9779 -0.2640
6 C -1.6834 1.8598 -0.2208
7 C -0.0715 -1.0877 -1.4543
8 N 0.8724 -0.2912 -1.6468
9 H 0.9055 -1.6389 1.0147
10 H -2.4053 2.6457 -0.1758
11 H -0.5733 -1.9132 -1.9457

Atoms 1-3, force components in eV/Å:
H -0.079 0.105 -0.032
N -0.163 -0.381 -0.144
C 0.097 0.200 0.084

How is the electron density shared among the atoms? According to Löwdin, the charges in e are: 0.0528, 0.1211, -0.1987, -0.4315, -0.0778, 0.1297, -0.0700, 0.2118, 0.1144, 0.0283, 0.1201


[3]
C16H35IN2O9PS2 | the ωB97M-V functional and the def2-TZVPD basis

As for the HOMO-LUMO gap: 0.234 Ha. The net charge is +1. The strongest force on any atom is 9.15 eV/A. Its highest occupied orbital energy is -0.44483 Ha.

Positions of all 66 atoms, in Å:
1 C -0.3710 -1.6217 -0.6166
2 C -1.2875 -1.2784 -1.9681
3 O -2.6321 -1.2605 -1.7631
4 O -0.7286 -1.0081 -3.3064
5 C -0.9761 0.4183 -3.7016
6 C -0.7242 1.2982 -2.3225
7 C -1.8160 2.0580 -1.3642
8 S -3.6738 2.1499 -1.5842
9 C -4.5392 1.6112 0.0255
10 O -4.2289 1.1744 -2.6879
11 O -4.1667 3.6022 -1.9093
12 N -0.8794 2.5991 -0.3048
13 C 0.5896 2.2112 -0.5653
14 P 2.1113 2.6340 0.5381
15 O 3.1259 1.2075 0.6230
16 O 2.9461 4.0845 0.0568
17 S 1.3973 2.8841 2.3728
18 N 0.7295 1.4001 -1.8458
19 I 2.4327 0.6125 -2.7555
20 H -0.4446 -0.7300 0.1730
21 H -0.9062 -2.5570 -0.1118
22 H 0.7353 -1.9089 -0.8745
23 H -2.0925 0.4686 -4.0916
24 H -0.2619 0.7902 -4.5508
25 H -4.9588 2.6226 0.4947
26 H -3.7144 1.1163 0.7130
27 H -5.4021 0.8296 -0.1780
28 H -1.2620 3.1722 0.4936
29 H 2.5157 0.3996 0.4845
30 H 3.3594 4.0010 -0.8563
31 C -1.6860 -6.6203 0.0982
32 C -0.5830 -5.5957 -0.1139
33 C 0.7930 -6.2189 0.0586
34 O -0.7403 -4.5320 0.8217
35 H -1.6482 -7.0326 1.1127
36 H -2.6709 -6.1549 -0.0169
37 H -1.6022 -7.4444 -0.6172
38 H -0.6688 -5.1648 -1.1174
39 H 0.9188 -6.6170 1.0717
40 H 1.5765 -5.4671 -0.0847
41 H 0.9512 -7.0308 -0.6579
42 H -0.6656 -4.9053 1.7156
43 C -3.0938 -2.4035 3.8106
44 C -2.7609 -3.8339 3.4170
45 C -3.9842 -4.7323 3.5062
46 O -1.7425 -4.3359 4.2784
47 H -3.4498 -2.3547 4.8458
48 H -2.2013 -1.7711 3.7536
49 H -3.8637 -1.9830 3.1562
50 H -2.3647 -3.8519 2.3958
51 H -4.3718 -4.7660 4.5306
52 H -3.7269 -5.7609 3.2320
53 H -4.7807 -4.3815 2.8427
54 H -2.0855 -4.3236 5.1874
55 C 5.5236 7.6957 -2.4126
56 C 5.2926 6.8003 -1.2058
57 C 6.3293 7.0519 -0.1224
58 O 5.3551 5.4355 -1.6114
59 H 6.5051 7.5041 -2.8606
60 H 4.7776 7.4951 -3.1891
61 H 5.4661 8.7532 -2.1364
62 H 4.2892 6.9770 -0.8031
63 H 7.3393 6.8374 -0.4892
64 H 6.1579 6.3919 0.7347
65 H 6.2959 8.0900 0.2224
66 H 6.2427 5.2696 -1.9703

Atoms 1-3, force components in eV/Å:
C -0.566 -0.482 -0.581
C -6.765 -0.021 1.795
O 8.965 0.095 -1.817

How is the electron density shared among the atoms? According to Löwdin, the charges in e are: -0.0065, -0.2720, -0.0189, -0.1373, -0.0992, -0.0854, -0.1180, 0.7889, -0.1328, -0.3652, -0.3732, 0.0806, -0.2401, 0.3723, -0.3134, -0.2304, 0.2891, -0.4557, 1.0784, 0.1010, 0.0898, 0.0822, 0.1543, 0.1326, 0.1041, 0.0844, 0.1139, 0.1631, 0.0754, 0.0791, -0.0552, -0.4941, -0.0582, -0.1001, 0.0858, 0.0831, 0.0852, 0.1375, 0.0875, 0.0768, 0.0853, 0.0883, -0.0635, -0.5095, -0.0561, -0.0596, 0.0841, 0.0765, 0.0763, 0.1124, 0.0847, 0.0792, 0.0834, 0.0967, -0.0621, -0.5052, -0.0593, -0.0807, 0.0846, 0.0806, 0.0862, 0.1377, 0.0850, 0.0818, 0.0863, 0.0977


[4]
C7H14P | the ωB97M-V functional and the def2-TZVPD basis

As for the HOMO-LUMO gap: 0.406 Ha. The calculation puts the energy relative to the best compared isomer or geometry (same formula, charge and spin) at 12.2 kcal/mol. The net charge is +1. The strongest force on any atom is 3.48 eV/A. Its highest occupied orbital energy is -0.53983 Ha.

Positions of all 22 atoms, in Å:
1 C -2.5543 1.3850 0.6582
2 C -1.8757 0.9034 -0.4318
3 C 1.9926 -0.0335 0.6937
4 C 2.1000 0.4591 -0.7617
5 C 0.6245 0.4507 1.1765
6 C 0.8131 -0.1757 -1.4187
7 C -1.0622 -1.9473 0.0983
8 P -0.4620 -0.1651 -0.1708
9 H -3.4267 1.9830 0.5164
10 H -2.0191 1.2550 1.5853
11 H -2.3994 0.5936 -1.3132
12 H 1.9520 -1.1341 0.5362
13 H 2.7103 0.1997 1.4440
14 H 1.8383 1.5513 -0.8095
15 H 2.9178 0.3854 -1.4386
16 H 0.3227 0.0137 2.1112
17 H 0.5595 1.4805 1.2569
18 H 0.6013 0.5826 -2.2066
19 H 0.8448 -1.1574 -1.8305
20 H -1.4946 -2.3814 -0.9145
21 H -1.8642 -1.8480 0.8510
22 H -0.1187 -2.4004 0.3683

Atoms 1-3, force components in eV/Å:
C 2.626 -0.567 -2.215
C -1.198 -1.093 1.918
C -0.252 -1.019 -1.124

How is the electron density shared among the atoms? According to Löwdin, the charges in e are: 0.0484, -0.2410, -0.2132, -0.1778, -0.2416, -0.2694, -0.1282, 0.9594, 0.0740, 0.0591, 0.0738, 0.1165, 0.1128, 0.1255, 0.1093, 0.1001, 0.0794, 0.1152, 0.0845, 0.1159, 0.0604, 0.0370


[5]
C20H17ClN2O | the ωB97M-V functional and the def2-TZVPD basis

Its structure (SMILES) is O=C(Nc1cccc(CCc2ccccn2)c1)c1ccc(Cl)cc1. As for the HOMO-LUMO gap: 0.326 Ha. The calculation puts the energy relative to the best compared isomer or geometry (same formula, charge and spin) at 3.4 kcal/mol. The strongest force on any atom is 0.48 eV/A. Its highest occupied orbital energy is -0.30892 Ha.

Positions of all 41 atoms, in Å:
1 O 1.3039 1.7477 0.4748
2 C 1.7139 0.6088 0.3872
3 N 0.9447 -0.5104 0.4979
4 C -0.4229 -0.6188 0.7764
5 C -0.9684 -1.8990 0.8489
6 C -2.3079 -2.0624 1.1411
7 C -3.1142 -0.9597 1.3609
8 C -2.5834 0.3206 1.2810
9 C -3.4605 1.5278 1.4417
10 C -3.9841 1.9808 0.0647
11 C -4.7817 0.8811 -0.5695
12 C -6.0905 0.6161 -0.1715
13 C -6.7598 -0.4516 -0.7416
14 C -6.1033 -1.2211 -1.6902
15 C -4.8060 -0.8697 -2.0264
16 N -4.1629 0.1488 -1.4852
17 C -1.2378 0.4858 0.9884
18 C 3.1589 0.3178 0.1247
19 C 3.8220 -0.7844 0.6566
20 C 5.1678 -0.9802 0.4063
21 C 5.8552 -0.0718 -0.3843
22 Cl 7.5328 -0.3242 -0.7054
23 C 5.2147 1.0406 -0.9093
24 C 3.8733 1.2332 -0.6436
25 H 1.4055 -1.3954 0.3378
26 H -0.3404 -2.7627 0.6772
27 H -2.7257 -3.0568 1.1973
28 H -4.1612 -1.0963 1.5900
29 H -2.8939 2.3462 1.8883
30 H -4.3069 1.2934 2.0906
31 H -3.1367 2.2138 -0.5795
32 H -4.6022 2.8720 0.1891
33 H -6.5697 1.2382 0.5701
34 H -7.7755 -0.6822 -0.4519
35 H -6.5869 -2.0652 -2.1569
36 H -4.2483 -1.4296 -2.7664
37 H -0.8165 1.4750 0.9228
38 H 3.3065 -1.4827 1.3007
39 H 5.6850 -1.8295 0.8247
40 H 5.7639 1.7462 -1.5122
41 H 3.3555 2.0986 -1.0279

Atoms 1-3, force components in eV/Å:
O -0.066 0.122 -0.044
C 0.112 -0.133 -0.013
N 0.187 -0.398 -0.033

How is the electron density shared among the atoms? According to Löwdin, the charges in e are: 0.0828, -0.4187, 0.1356, -0.2059, -0.0333, -0.0759, -0.0537, -0.2311, -0.1389, -0.1276, -0.3158, -0.0311, -0.0723, -0.0716, -0.1429, 0.1211, 0.0399, -0.1350, -0.0302, -0.0996, -0.6720, 0.6795, -0.0899, -0.0069, 0.1301, 0.1067, 0.1035, 0.1123, 0.1169, 0.1140, 0.1184, 0.1148, 0.1131, 0.1041, 0.0971, 0.1042, 0.1084, 0.1147, 0.1057, 0.1072, 0.1223


[6]
C30H50F5NO4P2TeW | the ωB97M-V functional and the def2-TZVPD basis

Its expectation value of S² is 2.020. As for the HOMO-LUMO gap (alpha / beta): 0.259 / 0.228 Ha. The calculation puts the energy relative to the best compared isomer or geometry (same formula, charge and spin) at 62.1 kcal/mol. The net charge is +2. The strongest force on any atom is 3.06 eV/A. Its spin multiplicity is 3. Its highest occupied orbital energy (alpha / beta) is -0.50779 / -0.51586 Ha.

Positions of all 94 atoms, in Å:
1 W -0.2497 -1.3731 -0.2433
2 C -2.2045 -0.3265 3.8159
3 C -1.2908 0.8970 3.7045
4 C -0.6928 1.2459 5.0729
5 P -0.1064 0.9891 2.3141
6 C 0.2332 2.7645 2.0502
7 C 1.4112 3.3164 2.8570
8 C -1.0144 3.6354 2.2378
9 C 1.5249 0.1477 2.5139
10 C 2.2188 0.1302 3.7250
11 C 3.4370 -0.5255 3.8353
12 C 4.0027 -1.1196 2.7216
13 C 3.3613 -1.0581 1.4895
14 C 2.1118 -0.4764 1.3735
15 N 1.4644 -0.3271 0.0893
16 C 1.6733 1.0280 -0.3701
17 C 2.7909 1.7597 0.0423
18 C 2.9468 3.0819 -0.3439
19 C 1.9894 3.7109 -1.1264
20 C 0.9002 2.9795 -1.5705
21 C 0.7471 1.6409 -1.2150
22 P -0.4811 0.5547 -1.9474
23 C -2.0211 1.5302 -2.1354
24 C -3.0591 0.8065 -2.9960
25 C -2.5987 1.9878 -0.8029
26 C 0.2310 0.3542 -3.6444
27 C 1.7365 0.0699 -3.5541
28 C 0.0009 1.5607 -4.5585
29 H -3.0208 -0.0641 4.4918
30 H -1.7160 -1.1801 4.2929
31 H -2.6501 -0.6121 2.8649
32 H -1.9359 1.7233 3.3860
33 H -0.1550 0.3931 5.4856
34 H -1.5125 1.4704 5.7549
35 H -0.0380 2.1148 5.0608
36 H 0.5075 2.7749 0.9926
37 H 1.1906 3.3804 3.9218
38 H 1.6170 4.3298 2.5125
39 H 2.3201 2.7335 2.7223
40 H -1.2300 3.8013 3.2938
41 H -1.9032 3.2229 1.7614
42 H -0.8263 4.6109 1.7892
43 H 1.8128 0.6347 4.5891
44 H 3.9450 -0.5571 4.7881
45 H 4.9641 -1.6081 2.7975
46 H 3.8491 -1.4271 0.5991
47 H 3.5486 1.3103 0.6651
48 H 3.8227 3.6255 -0.0175
49 H 2.1007 4.7482 -1.4072
50 H 0.1620 3.4659 -2.1925
51 H -1.6668 2.4058 -2.6875
52 H -3.3507 -0.1500 -2.5561
53 H -2.6994 0.6129 -4.0059
54 H -3.9442 1.4359 -3.0804
55 H -2.7873 1.1506 -0.1286
56 H -3.5414 2.5036 -0.9847
57 H -1.9244 2.6797 -0.3000
58 H -0.2951 -0.5007 -4.0706
59 H 2.2805 0.9991 -3.3845
60 H 2.0861 -0.3455 -4.5000
61 H 2.0095 -0.6218 -2.7540
62 H 0.4497 2.4680 -4.1578
63 H -1.0464 1.7492 -4.7802
64 H 0.5006 1.3561 -5.5065
65 C 2.5743 -3.4478 -0.6863
66 O 1.6059 -2.7792 -1.5055
67 C 1.2278 -3.6564 -2.5730
68 C 0.2795 -2.9197 -3.4617
69 O -0.8272 -2.4526 -2.6762
70 C -2.0410 -3.1884 -2.9122
71 C -2.8724 -3.1066 -1.6714
72 O -2.8248 -1.7432 -1.2679
73 C -3.8885 -1.3988 -0.3848
74 H 2.5325 -3.0395 0.3127
75 H 3.5683 -3.3172 -1.1171
76 H 2.3385 -4.5115 -0.6256
77 H 0.7640 -4.5532 -2.1468
78 H 2.1203 -3.9518 -3.1342
79 H -0.0726 -3.5588 -4.2724
80 H 0.7804 -2.0657 -3.9045
81 H -1.8102 -4.2294 -3.1475
82 H -2.5571 -2.7315 -3.7611
83 H -2.4782 -3.7504 -0.8770
84 H -3.8969 -3.4210 -1.8945
85 H -4.8440 -1.4970 -0.9051
86 H -3.7448 -0.3635 -0.0797
87 H -3.8805 -2.0389 0.4998
88 F -1.8275 -1.7552 0.9691
89 Te 0.0144 -2.1423 2.4478
90 F 0.4021 -2.1880 4.3064
91 F -0.3930 -3.2429 -0.1097
92 F 1.4979 -3.2651 2.2621
93 F -0.9941 -3.6746 2.6835
94 O -0.7395 0.3713 1.0429

Atoms 1-3, force components in eV/Å:
W -0.537 1.348 -0.752
C -0.044 0.020 -0.006
C 0.074 -0.115 0.080

How is the electron density shared among the atoms? According to Löwdin, the charges in e are: 1.6879, -0.1039, -0.4373, -0.0640, 0.8837, -0.4275, -0.0671, -0.0767, -0.3293, -0.0676, -0.0152, -0.0019, -0.0352, -0.4056, -0.1645, -0.2972, -0.0093, -0.0395, -0.0453, -0.0724, -0.3358, 1.0820, -0.4915, -0.0708, -0.0886, -0.4917, -0.0973, -0.0757, 0.1076, 0.0519, 0.0654, 0.1047, 0.0814, 0.1028, 0.0670, 0.0788, 0.0753, 0.0988, 0.0686, 0.0906, 0.0666, 0.1007, 0.1081, 0.1299, 0.1315, 0.1273, 0.1203, 0.1247, 0.1206, 0.1105, 0.1017, 0.0603, 0.0747, 0.0981, 0.0432, 0.1021, 0.0588, 0.0900, 0.0918, 0.1000, 0.0614, 0.0742, 0.0722, 0.1009, -0.0608, -0.3002, -0.1659, -0.1552, -0.2540, -0.1331, -0.1801, -0.3109, -0.0771, 0.0354, 0.1128, 0.1117, 0.1414, 0.1518, 0.1492, 0.0907, 0.1442, 0.1458, 0.1276, 0.1485, 0.1136, 0.0699, 0.1001, -0.5574, 2.0255, -0.4072, -0.4023, -0.3794, -0.3766, -0.5134


[7]
C16H21BIN4SeW | the ωB97M-V functional and the def2-TZVPD basis

As for the HOMO-LUMO gap (alpha / beta): 0.191 / 0.185 Ha. The calculation puts the energy relative to the best compared isomer or geometry (same formula, charge and spin) at 37.8 kcal/mol. The net charge is +1. The strongest force on any atom is 4.37 eV/A. Its highest occupied orbital energy (alpha / beta) is -0.40772 / -0.40482 Ha.

Positions of all 45 atoms, in Å:
1 W -0.4242 0.2340 -1.2508
2 B 1.2444 -1.9623 -2.5315
3 N -0.2369 -2.2254 -2.8877
4 C -0.8351 -3.2410 -3.5129
5 C -2.2055 -3.0207 -3.4981
6 C -2.3679 -1.8148 -2.8338
7 N -1.1651 -1.3399 -2.4569
8 N 1.6354 -0.6227 -3.1819
9 C 2.5704 -0.3098 -4.0821
10 C 2.6270 1.0708 -4.1957
11 C 1.6730 1.5436 -3.3074
12 N 1.0717 0.5036 -2.6982
13 H 1.2684 -1.7580 -1.3161
14 H 1.9361 -2.8334 -2.9105
15 H -0.2646 -4.0605 -3.9021
16 H -2.9734 -3.6467 -3.9034
17 H -3.2714 -1.2720 -2.6211
18 H 3.1568 -1.0630 -4.5684
19 H 3.2761 1.6336 -4.8315
20 H 1.3977 2.5591 -3.0783
21 I -2.5010 -0.2437 0.4663
22 C -1.3256 1.9191 -1.9367
23 H -2.1241 2.4727 -1.4271
24 H -1.0709 2.4336 -2.8733
25 C -1.2626 0.0789 5.8787
26 C -0.6066 0.4188 4.5868
27 C -0.1960 -0.5933 3.7249
28 C 0.3309 -0.3196 2.4767
29 C 0.7944 -1.4647 1.6259
30 C 0.4444 1.0209 2.0773
31 Se 1.1159 1.4326 0.2944
32 C 0.1017 2.0644 2.9509
33 C 0.2664 3.4892 2.5381
34 C -0.4187 1.7395 4.1924
35 H -1.0256 -0.9363 6.1829
36 H -2.3442 0.1480 5.7560
37 H -0.9750 0.7696 6.6665
38 H -0.2796 -1.6208 4.0432
39 H 0.3988 -2.4020 2.0106
40 H 1.8850 -1.5220 1.6205
41 H 0.4507 -1.3569 0.5742
42 H 1.2606 3.6521 2.1197
43 H 0.1273 4.1562 3.3821
44 H -0.4641 3.7520 1.7724
45 H -0.6932 2.5355 4.8672

Atoms 1-3, force components in eV/Å:
W -2.571 3.501 0.453
B -0.564 0.232 -0.026
N 0.066 -0.475 -0.126

How is the electron density shared among the atoms? According to Löwdin, the charges in e are: 1.0205, -0.3933, -0.0794, -0.0275, -0.0170, -0.1325, -0.1885, -0.0685, -0.0097, -0.0052, -0.1032, -0.1970, 0.0786, 0.0914, 0.1361, 0.1092, 0.1005, 0.1404, 0.1115, 0.1204, 0.4906, -0.1776, -0.0015, 0.0086, -0.0376, -0.2514, -0.0179, -0.3820, -0.1022, -0.5181, 0.7757, -0.3011, -0.0766, 0.0065, 0.0815, 0.0929, 0.0859, 0.1220, 0.0918, 0.1021, -0.0374, 0.0651, 0.0844, 0.0840, 0.1254


- Among the records above, which one has the highest strongest force on any atom?
  C16H35IN2O9PS2